No. 1
Below is an isolated ion of composition C9H12N3O and charge +1 in a non-equilibrium geometry, with properties calculated with ωB97M-V with the def2-TZVPD basis set.

Calculated values
Kohn-Sham gap (eV): 8.26
Structure (SMILES): C=[N+](Cc1ccccc1)/N=C(\N)O

ORCA input file:
```
! RIJCOSX wB97M-V def2-TZVPD def2/J DEFGRID3
* xyz 1 1
H -3.751 0.018 -1.745
H 0.991 -2.506 -0.409
H 4.006 0.067 0.254
C -0.136 1.516 0.641
C -1.343 -0.634 1.073
H 2.507 1.174 -1.652
H -2.108 1.754 -1.185
H -3.880 -2.140 -0.531
N 1.128 0.963 -0.107
H -2.398 -2.535 1.404
H 1.480 2.701 -1.092
N 3.499 -0.839 0.042
C 1.829 1.673 -0.929
C -3.022 -0.228 -1.015
H -0.490 2.478 0.396
C -1.277 0.553 0.374
H -0.688 -0.870 1.929
H 4.086 -1.687 0.110
O 1.999 -2.415 -0.128
C -2.113 0.736 -0.703
C -3.085 -1.455 -0.264
N 1.251 -0.314 0.021
H 0.339 1.422 1.717
C -2.259 -1.611 0.833
C 2.215 -1.167 -0.019
*
```

No. 2
Below is one molecule with the formula C2H2OS2 in a non-equilibrium geometry, with properties calculated with ωB97M-V with the def2-TZVPD basis set.

Calculated values
Kohn-Sham gap (eV): 7.87
Structure (SMILES): O=CC(=S)S

ORCA input file:
```
! RIJCOSX wB97M-V def2-TZVPD def2/J DEFGRID3
* xyz 0 1
H 1.432 0.567 1.359
S -0.764 -0.948 -1.115
S -1.057 1.684 0.472
O 1.690 -0.987 0.023
H -2.017 -0.570 -1.290
C -0.339 0.313 0.053
C 1.055 -0.059 0.499
*
```

No. 3
Below is C22H24EuN4O3S as an isolated structure in a non-equilibrium geometry, with properties calculated with ωB97M-V with the def2-TZVPD basis set.

Calculated values
Kohn-Sham gap (alpha / beta) (eV): 7.07 / 7.13
<S²>: 15.759

ORCA input file:
```
! RIJCOSX wB97M-V def2-TZVPD def2/J DEFGRID3
* xyz 2 8
C -0.970 -0.760 4.904
C 3.564 2.233 -1.063
H -1.339 2.190 -6.273
C -1.343 1.116 -6.464
H 1.324 0.213 -3.582
H 1.271 2.279 9.026
H 2.278 2.028 -2.828
O 2.925 2.066 0.247
H -2.349 0.844 -6.821
N -0.962 -0.721 6.263
C 0.541 0.182 -1.610
H 1.160 2.766 4.701
C 0.106 1.081 5.508
C 1.960 1.187 0.154
H 4.575 1.811 -0.988
C 2.743 1.443 -2.035
O 1.468 0.679 1.192
H -1.911 -1.885 -3.700
H -0.620 -1.401 -7.600
C 1.269 2.669 6.898
C 0.133 0.783 7.949
H -0.154 0.179 8.810
C -1.550 -1.864 4.160
H 3.295 0.618 -2.494
H 0.013 -2.009 -2.369
H -0.294 1.810 -3.953
C 0.161 -1.547 -3.350
C -2.136 -2.880 2.194
S -2.857 -3.956 3.358
C 0.884 2.242 5.616
H -0.835 -2.975 -4.555
C -0.952 -1.939 -4.236
C -0.974 0.246 -5.297
H 1.855 3.581 7.016
H -2.289 -1.677 -7.104
H 3.557 3.295 -1.338
O -0.270 -0.217 -0.741
C -2.247 -2.956 4.650
C 0.923 1.941 8.049
H -1.029 -2.826 -6.656
H 1.116 -1.913 -3.779
C 0.336 -0.043 -3.149
H -1.405 -1.402 6.870
C -0.275 0.406 6.682
H -2.400 -3.157 5.704
C -0.687 0.780 -3.870
Eu -0.694 0.183 1.721
H -0.683 0.931 -7.326
N -1.449 -1.876 2.758
N 1.670 0.900 -1.186
H -2.197 -3.007 1.113
C -1.011 -1.081 -5.469
H -1.652 0.832 -3.335
C -1.247 -1.764 -6.778
N -0.346 0.343 4.405
*
```

No. 4
Below is one molecule with the formula C2H7OP in a non-equilibrium geometry, with properties calculated with ωB97M-V with the def2-TZVPD basis set.

Calculated values
Kohn-Sham gap (alpha / beta) (eV): 5.56 / 8.94
<S²>: 2.008

ORCA input file:
```
! RIJCOSX wB97M-V def2-TZVPD def2/J DEFGRID3
* xyz 0 3
C -0.616 -1.417 0.204
H -0.254 -1.742 1.234
H 0.633 -0.151 -1.852
H -1.584 -1.017 0.135
H -0.188 1.325 1.225
H -1.041 1.891 -0.328
O 2.147 -0.271 0.273
H 0.753 2.184 -0.120
C -0.025 1.538 0.097
H -0.318 -2.230 -0.383
P 0.492 -0.112 -0.485
*
```

E_tot per entry: -589.32948; -948.98401; -2405.58474; -496.78649 a.u.
Energy above the lowest of the compared OMol25 structures with the same formula, charge and spin per entry: 73.1; 13.2; 0.0; 0.0 kcal per mole